{"formula": "C19H18IrNO2", "method": "ωB97M-V with the def2-TZVPD basis set", "homo_ha": [-0.3791, -0.4440], "spin_multiplicity": 6, "charge": 1, "orbital_gap_ha": [0.2266, 0.2129], "s_squared": 8.8229, "lumo_energy_ev": [-4.1, -6.3], "e_tot_ev": -28401.631, "symbols": ["C", "C", "C", "H", "C", "C", "H", "H", "H", "H", "C", "C", "C", "H", "C", "C", "H", "H", "H", "H", "Ir", "O", "C", "C", "H", "H", "H", "H", "C", "C", "C", "H", "C", "H", "C", "H", "C", "H", "O", "C", "N"], "positions_angstrom": [[0.745392, -1.988277, 3.159892], [-0.544507, -2.203873, 2.602709], [-0.443020, -2.131010, 1.160549], [-1.463695, -2.428504, 3.137642], [0.969892, -1.811615, 0.851151], [1.652144, -1.673504, 2.119623], [2.698171, -1.382396, 2.247662], [0.976629, -2.012005, 4.231932], [-1.243286, -2.363291, 0.464127], [1.377647, -1.697585, -0.155446], [-0.793021, 1.863963, 1.472478], [-0.446043, 1.934077, 2.890652], [0.977469, 1.807569, 3.011909], [-1.159318, 2.346096, 3.628670], [1.534361, 1.551521, 1.722706], [0.486658, 1.676830, 0.709348], [0.659165, 1.703258, -0.376884], [-1.804061, 1.966571, 1.047910], [1.511845, 1.794245, 3.981763], [2.598438, 1.364020, 1.464690], [-0.171269, -0.128938, 1.532972], [-1.056366, -0.001070, -0.110827], [-1.708342, -0.465537, -1.058960], [-0.751178, -1.068244, -2.066729], [-2.414278, -1.373617, -0.834869], [-2.335992, 0.283681, -1.618047], [-0.262597, -1.985884, -1.794355], [0.986499, -1.858168, -3.868073], [0.679906, -0.840241, -4.041600], [-0.154532, -0.218935, -3.070266], [-0.508663, 1.156699, -3.266411], [-1.093927, 1.647090, -2.472059], [-0.203005, 1.797150, -4.451958], [-0.510547, 2.825294, -4.641688], [0.525884, 1.130049, -5.462115], [0.738882, 1.613620, -6.425648], [0.962911, -0.186351, -5.242377], [1.541301, -0.703702, -6.000392], [-0.455724, -0.103610, 6.308453], [-0.846181, 0.014338, 5.183458], [-1.253643, 0.150280, 4.028402]], "atomic_forces_ev_per_a": [[-0.562, 0.401, 0.442], [0.129, -1.024, -0.533], [1.215, -1.460, 0.977], [0.345, 0.155, -0.093], [0.015, -0.810, 0.457], [0.351, -0.479, -1.069], [-0.491, -0.205, -0.094], [-0.116, 0.142, -0.581], [0.314, -0.060, 0.162], [-0.003, -0.180, 0.522], [1.231, 0.966, 0.110], [-0.074, 2.363, -0.346], [-0.482, -0.444, 0.705], [0.875, -0.425, -0.595], [0.250, 0.856, -1.326], [0.749, 1.789, 1.729], [-0.279, -0.091, 0.767], [0.837, 0.199, 0.332], [-0.344, 0.030, -0.857], [-1.000, 0.209, 0.395], [-1.164, -1.349, -0.029], [2.093, 4.033, 5.274], [-4.668, -5.180, -6.507], [0.845, 1.766, -0.740], [0.663, 1.392, 0.119], [0.341, -0.403, 0.768], [-0.069, -0.474, -0.214], [0.090, -0.205, -0.118], [-0.483, 0.887, -0.464], [-0.319, -0.654, -0.072], [-0.359, -0.592, 0.335], [0.300, -0.044, -0.638], [0.497, -0.018, -0.432], [0.019, -0.241, 0.224], [-0.169, -0.303, 0.206], [-0.141, -0.163, 0.595], [0.115, 0.132, 0.564], [-0.061, 0.094, 0.036], [-0.829, 0.129, -2.090], [0.850, 0.231, 0.434], [-0.509, -0.968, 1.642]], "mulliken_charge": [-0.069, -0.676, -0.331, 0.404, -0.293, -0.807, 0.451, 0.523, 0.759, 0.425, -0.598, -0.331, -0.313, 0.444, -0.621, -0.086, 0.531, 0.561, 0.445, 0.473, 1.151, -0.969, -0.784, -0.600, 0.207, 0.659, 0.412, 0.365, -0.504, 1.163, -0.306, 0.243, -0.782, 0.376, -0.374, 0.365, -0.589, 0.382, -0.485, 0.812, -0.631]}



{"formula": "C19H18N2O3", "method": "ωB97M-V with the def2-TZVPD basis set", "smiles": "O=C(NC[C@H]1CCCO1)c1cc(-c2ccco2)nc2ccccc12", "homo_ha": -0.2996, "e_above_lowest_kcal_mol": 45.9, "spin_multiplicity": 1, "orbital_gap_ha": 0.2960, "lumo_energy_ev": -0.1, "e_tot_ev": -29117.990, "symbols": ["O", "C", "N", "H", "C", "H", "C", "H", "C", "H", "C", "H", "C", "H", "O", "H", "H", "H", "H", "C", "C", "C", "N", "C", "C", "C", "C", "C", "C", "H", "H", "H", "H", "C", "C", "C", "C", "O", "H", "H", "H", "H"], "positions_angstrom": [[-1.338828, 2.615187, 0.919409], [-1.053222, 1.741280, 0.124870], [-0.824875, 1.978078, -1.186452], [-0.555185, 1.224895, -1.800048], [-0.770429, 3.303035, -1.749591], [-1.447641, 3.362382, -2.606458], [0.655131, 3.646875, -2.210232], [0.621946, 4.607645, -2.743526], [1.669764, 3.693707, -1.060349], [1.804323, 4.703362, -0.681109], [2.931390, 3.122075, -1.702272], [3.608052, 2.663358, -0.985157], [2.340046, 2.108528, -2.679361], [2.969276, 1.925494, -3.553110], [1.116220, 2.657513, -3.129452], [2.154378, 1.146345, -2.177204], [3.464912, 3.900045, -2.249125], [1.333785, 3.056910, -0.240616], [-1.090709, 4.003404, -0.975628], [-0.913483, 0.295932, 0.496827], [0.226526, -0.385851, 0.158121], [0.371504, -1.741929, 0.543860], [-0.558902, -2.386472, 1.209009], [-1.684728, -1.743655, 1.557009], [-2.665570, -2.460827, 2.274712], [-3.825177, -1.847449, 2.657196], [-4.056143, -0.498751, 2.343100], [-3.128306, 0.224387, 1.644107], [-1.922736, -0.375914, 1.235861], [-3.298830, 1.264229, 1.412448], [-4.977573, -0.032386, 2.658928], [-4.574586, -2.397287, 3.207726], [-2.462744, -3.494785, 2.505020], [1.576855, -2.472565, 0.201811], [2.721617, -2.084849, -0.458133], [3.558756, -3.217659, -0.496799], [2.868658, -4.208984, 0.137747], [1.681630, -3.769201, 0.558132], [3.116841, -5.232229, 0.340990], [4.533833, -3.284993, -0.933790], [2.947040, -1.119287, -0.862871], [1.025729, 0.101777, -0.378364]], "atomic_forces_ev_per_a": [[-0.059, 0.066, 0.265], [0.032, -0.089, -0.281], [0.157, -0.040, -0.365], [-0.086, -0.063, 0.155], [0.291, 0.263, -0.222], [0.007, 0.049, 0.107], [-0.347, 0.330, 0.325], [-0.007, -0.101, 0.093], [-0.025, -0.091, -0.231], [-0.038, 0.030, 0.057], [-0.166, -0.060, -0.140], [0.072, 0.004, 0.013], [0.377, -0.164, 0.081], [-0.017, -0.034, 0.084], [-0.248, -0.011, -0.036], [0.043, 0.055, -0.043], [0.057, -0.008, -0.002], [0.000, 0.016, 0.048], [-0.027, -0.015, -0.142], [0.343, -0.352, 0.146], [-0.292, 0.111, 0.101], [-0.626, -0.130, 0.309], [0.680, -0.335, -0.207], [-0.396, 0.701, -0.022], [-0.191, 0.052, 0.068], [0.139, -0.216, 0.015], [0.033, 0.244, -0.133], [-0.249, 0.060, 0.106], [0.167, -0.364, 0.037], [-0.028, 0.075, 0.014], [-0.058, 0.063, 0.007], [-0.033, -0.067, 0.042], [0.028, -0.105, 0.016], [0.867, 0.514, -0.567], [-0.760, -0.066, 0.380], [-0.127, -0.582, 0.238], [0.877, 0.168, -0.466], [-0.518, -0.013, 0.252], [-0.084, -0.137, 0.082], [0.198, -0.093, -0.063], [-0.047, 0.238, -0.053], [0.062, 0.098, -0.068]], "mulliken_charge": [-0.642, 0.316, -0.212, 0.302, -1.080, 0.396, 0.134, 0.362, -0.493, 0.430, -0.635, 0.356, -0.032, 0.356, -0.516, -0.103, 0.299, 0.127, 0.402, 0.986, -0.321, 0.265, -0.678, -0.084, -0.447, -0.468, -0.712, -0.768, 0.829, 0.449, 0.404, 0.389, 0.482, -0.229, -0.074, -0.620, -0.526, -0.350, 0.475, 0.473, 0.525, 0.232]}



{"formula": "C19H18N2O3S", "method": "ωB97M-V with the def2-TZVPD basis set", "smiles": "O=C(Nc1nc2ccccc2s1)c1ccc(OC[C@H]2CCCO2)cc1", "homo_ha": -0.3043, "e_above_lowest_kcal_mol": 4.6, "spin_multiplicity": 1, "orbital_gap_ha": 0.3157, "lumo_energy_ev": 0.3, "e_tot_ev": -39953.806, "symbols": ["O", "C", "N", "C", "N", "C", "C", "C", "C", "C", "C", "S", "H", "H", "H", "H", "H", "C", "C", "C", "C", "C", "C", "H", "H", "O", "C", "C", "H", "O", "C", "C", "H", "H", "C", "H", "H", "H", "H", "H", "H", "H", "H"], "positions_angstrom": [[1.164612, 2.356748, 1.497111], [1.281705, 1.322749, 0.868015], [2.523291, 0.867679, 0.495654], [3.675412, 1.530500, 0.816662], [4.835416, 1.107717, 0.462637], [5.817673, 1.946871, 0.911327], [7.183802, 1.781394, 0.704466], [8.051972, 2.717627, 1.224604], [7.581466, 3.813139, 1.945420], [6.228993, 3.994217, 2.160484], [5.349278, 3.059699, 1.642523], [3.606141, 3.017293, 1.747712], [5.860051, 4.841041, 2.717917], [8.283967, 4.530787, 2.341962], [9.114814, 2.601851, 1.072367], [7.535677, 0.929316, 0.145122], [2.634547, 0.039733, -0.070930], [0.133542, 0.495496, 0.445218], [0.226299, -0.851505, 0.108506], [-0.895486, -1.568110, -0.264627], [-2.141579, -0.945559, -0.313466], [-2.239849, 0.405875, 0.037498], [-1.122512, 1.108382, 0.416499], [-1.191327, 2.148417, 0.695973], [-3.210362, 0.874925, 0.005289], [-3.297101, -1.545939, -0.668996], [-3.283463, -2.906958, -1.045958], [-4.705194, -3.343862, -1.449695], [-4.699222, -4.436565, -1.520417], [-5.067796, -2.861552, -2.720224], [-5.624814, -1.569329, -2.559358], [-6.254676, -1.519549, -1.155040], [-5.904474, -0.644130, -0.613209], [-7.340869, -1.482707, -1.211480], [-5.777030, -2.814859, -0.484536], [-6.590196, -3.535758, -0.411670], [-5.369103, -2.641898, 0.508057], [-6.352288, -1.433700, -3.361931], [-4.840005, -0.809516, -2.659289], [-2.943242, -3.529426, -0.207169], [-2.617647, -3.061956, -1.904557], [-0.790085, -2.612811, -0.510803], [1.169663, -1.375769, 0.162333]], "atomic_forces_ev_per_a": [[-0.293, -0.058, -0.059], [0.111, -0.142, -0.072], [-0.275, -0.298, -0.132], [0.368, 0.689, 0.430], [-0.446, -0.722, -0.412], [0.114, 0.762, 0.459], [-0.077, -0.012, -0.003], [0.072, -0.056, -0.039], [0.003, 0.126, 0.078], [0.008, 0.074, 0.046], [-0.043, -0.443, -0.264], [0.579, -0.030, -0.070], [0.014, 0.125, 0.078], [0.052, 0.062, 0.033], [0.084, -0.012, -0.014], [0.052, -0.100, -0.067], [-0.020, 0.138, 0.036], [-0.343, -0.200, -0.049], [0.022, 0.385, 0.096], [-0.308, -0.290, -0.142], [0.262, 0.271, 0.127], [-0.071, -0.206, -0.068], [0.174, -0.073, -0.002], [-0.022, 0.082, 0.026], [-0.117, 0.064, -0.008], [-0.086, 0.238, 0.033], [-0.237, -0.640, -0.278], [0.455, 0.018, 0.468], [0.045, 0.108, 0.066], [0.062, -0.151, -0.156], [-0.159, 0.448, -0.109], [0.015, 0.016, -0.128], [-0.042, 0.028, 0.011], [-0.005, 0.032, 0.028], [0.086, -0.139, -0.142], [0.029, -0.006, 0.032], [-0.038, -0.025, 0.085], [0.058, 0.039, 0.059], [-0.114, -0.065, -0.018], [0.003, 0.068, -0.046], [-0.020, 0.033, 0.107], [-0.022, -0.077, -0.022], [0.070, -0.057, 0.002]], "mulliken_charge": [-0.693, 0.802, -0.100, 0.472, -0.696, -0.174, -0.518, -0.468, -0.487, -0.657, 0.885, -0.152, 0.395, 0.371, 0.365, 0.444, 0.235, 0.514, -0.778, -0.574, 0.727, -0.556, -0.843, 0.418, 0.441, -0.210, -0.952, 0.102, 0.493, -0.506, -0.452, -0.391, 0.153, 0.373, -0.779, 0.334, 0.284, 0.353, 0.208, 0.461, 0.463, 0.410, 0.284]}